{"formula": "C25H45BrClPSn", "method": "ωB97M-V with the def2-TZVPD basis set", "elements": ["Sn", "P", "Cl", "C", "H", "H", "C", "C", "C", "H", "C", "H", "H", "C", "H", "H", "C", "H", "H", "C", "H", "H", "H", "H", "C", "C", "H", "C", "H", "H", "C", "H", "H", "C", "H", "H", "C", "H", "H", "H", "H", "C", "H", "C", "H", "H", "C", "H", "H", "C", "H", "H", "C", "H", "H", "H", "H", "C", "C", "H", "C", "H", "C", "H", "H", "C", "H", "H", "C", "H", "H", "H", "H", "Br"], "coordinates": [[0.63157, 0.92807, 3.09243], [0.07888, 0.57436, -0.01290], [0.76609, 3.39223, 2.89591], [-1.42307, 0.53107, 2.32552], [-2.01835, -0.32615, 2.65760], [-1.87991, 1.54247, 2.34234], [1.94191, 0.82210, -0.29789], [-0.70930, 2.24421, -0.26401], [2.44378, 0.89803, -1.73986], [2.11615, 1.81138, 0.15581], [3.94149, 1.25814, -1.76978], [2.31149, -0.07104, -2.23791], [1.89144, 1.64110, -2.33311], [4.79726, 0.32096, -0.91252], [4.30225, 1.25096, -2.80726], [4.05861, 2.29012, -1.41234], [4.23319, 0.10340, 0.49129], [4.88897, -0.64557, -1.42111], [5.81150, 0.72479, -0.84846], [2.74233, -0.22581, 0.47621], [4.79191, -0.69352, 0.99109], [4.39319, 1.00874, 1.08553], [2.59398, -1.20835, 0.01569], [2.38574, -0.31034, 1.50967], [-0.55877, -0.50207, -1.41583], [-2.22774, 2.08778, -0.41382], [-0.53655, 2.69596, 0.73114], [-2.93031, 3.44650, -0.35208], [-2.47487, 1.59477, -1.36048], [-2.58827, 1.45228, 0.39860], [-2.32375, 4.47061, -1.31583], [-3.99852, 3.33088, -0.56984], [-2.85636, 3.83570, 0.67348], [-0.79815, 4.57510, -1.20119], [-2.58464, 4.20932, -2.35091], [-2.75844, 5.45630, -1.11883], [-0.09854, 3.21114, -1.28376], [-0.40420, 5.24370, -1.97885], [-0.53759, 5.03255, -0.23574], [-0.18218, 2.81800, -2.30637], [0.96795, 3.35463, -1.07130], [0.14906, -1.85344, -1.46355], [-1.60632, -0.67530, -1.10227], [-0.57113, -2.82009, -2.39864], [1.18531, -1.71983, -1.79489], [0.18034, -2.29271, -0.46492], [-0.78893, -2.23042, -3.79152], [-0.00155, -3.75189, -2.47033], [-1.54131, -3.07710, -1.95719], [-1.36772, -0.81232, -3.77517], [0.16371, -2.22300, -4.33295], [-1.45658, -2.87828, -4.36328], [-0.61707, 0.12197, -2.81479], [-1.35281, -0.38152, -4.78436], [-2.42242, -0.84923, -3.46791], [0.40046, 0.28784, -3.19253], [-1.11112, 1.10148, -2.79728], [-0.19592, -2.75968, 2.09336], [-1.51823, -2.53664, 1.88124], [0.56255, -2.51358, 1.35460], [-2.55493, -2.79999, 2.93209], [-1.86034, -2.03535, 0.98396], [-1.94713, -3.00872, 4.33309], [-3.33039, -2.01893, 2.96544], [-3.09697, -3.71900, 2.66122], [-0.74077, -3.95428, 4.25524], [-1.59360, -2.04180, 4.73725], [-2.71908, -3.39079, 5.02803], [0.34306, -3.40771, 3.33120], [-0.35833, -4.12093, 5.26819], [-1.09241, -4.91523, 3.88724], [0.98178, -2.70711, 3.90887], [1.01418, -4.23827, 3.04713], [0.66439, 0.04731, 5.49310]], "forces_ev_per_a": [[-0.9, -0.2, -0.6], [0.5, 0.2, -0.5], [-0.1, -0.6, 0.2], [0.9, 1.1, 1.0], [0.1, 0.5, -0.2], [-0.3, -0.8, -0.2], [-0.6, 0.1, 0.0], [0.2, -0.1, 0.4], [0.3, 0.1, -0.4], [0.0, -0.1, 0.1], [-0.1, 0.1, 0.1], [0.0, 0.1, 0.1], [0.1, -0.2, 0.2], [0.0, 0.0, -0.2], [-0.1, 0.0, 0.2], [0.0, -0.1, 0.0], [0.1, 0.1, -0.1], [-0.1, 0.0, 0.0], [0.0, -0.1, 0.0], [0.3, -0.1, -0.1], [-0.1, 0.0, 0.0], [-0.1, 0.0, 0.0], [0.0, 0.0, 0.0], [0.0, 0.0, -0.2], [-0.3, 0.3, 0.4], [0.0, 0.2, -0.2], [-0.1, 0.0, -0.3], [0.1, 0.1, 0.1], [0.0, 0.0, 0.1], [-0.1, 0.0, -0.2], [0.1, 0.0, -0.1], [0.1, 0.0, 0.1], [0.0, -0.1, -0.1], [0.0, 0.0, 0.2], [0.0, 0.0, 0.1], [0.0, -0.1, -0.1], [-0.1, 0.1, -0.1], [-0.1, -0.1, 0.1], [-0.1, -0.1, -0.1], [0.0, 0.1, 0.2], [-0.1, -0.1, -0.1], [0.0, -0.2, 0.1], [0.2, -0.1, -0.1], [-0.1, 0.1, -0.1], [-0.1, 0.0, 0.0], [0.1, 0.0, -0.1], [0.1, 0.1, -0.2], [-0.1, 0.0, 0.0], [0.0, 0.0, 0.0], [-0.1, 0.1, 0.2], [0.0, 0.1, 0.1], [0.0, 0.0, 0.0], [0.1, 0.1, -0.2], [0.0, -0.1, 0.1], [0.1, 0.0, 0.0], [-0.2, -0.1, 0.1], [0.1, -0.3, 0.0], [-1.3, 0.0, -0.1], [1.7, 0.1, 0.5], [-0.3, 0.1, 0.0], [-0.3, -0.6, 0.5], [0.1, -0.1, -0.2], [0.1, 0.3, 0.0], [0.3, -0.1, -0.1], [0.0, 0.1, 0.0], [-0.5, 0.2, 0.3], [-0.2, -0.3, -0.2], [0.4, 0.1, -0.3], [0.5, -0.2, 0.6], [0.1, 0.0, -0.2], [0.0, -0.2, -0.1], [-0.3, -0.1, -0.4], [-0.1, 0.3, 0.0], [0.0, 0.2, 0.1]], "relative_energy_kcal_mol": 0.0, "e_lumo_ev": [-2.05, -0.43], "orbital_gap_ha": [0.1971, 0.2712]}